{
  "formula": "C20H18Cl2F5N2O5TeZr",
  "method": "ωB97M-V/def2-TZVPD",
  "homo_energy_ev": -12.08,
  "spin_multiplicity": 1,
  "lumo_energy_ha": -0.1717,
  "homo_lumo_gap_ev": 7.41,
  "total_charge": 1,
  "e_above_lowest_ev": 2.619,
  "elements": ["Zr", "Cl", "C", "C", "C", "C", "C", "C", "C", "O", "O", "H", "H", "H", "H", "F", "Te", "F", "F", "F", "F", "O", "Cl", "C", "C", "C", "C", "C", "C", "C", "O", "O", "H", "H", "H", "H", "N", "C", "N", "C", "C", "C", "C", "C", "H", "H", "H", "H", "H", "H", "H", "H", "H", "H"],
  "coordinates": [[-1.462, -0.053, 1.203], [-6.449, -6.082, -1.677], [-5.433, -4.869, -1.017], [-5.985, -3.862, -0.230], [-5.167, -2.883, 0.293], [-3.795, -2.915, 0.042], [-3.248, -3.937, -0.742], [-4.066, -4.908, -1.277], [-2.918, -1.872, 0.539], [-1.641, -1.947, 0.433], [-3.354, -0.797, 1.091], [-7.049, -3.854, -0.044], [-5.588, -2.093, 0.902], [-2.183, -3.944, -0.923], [-3.660, -5.692, -1.901], [-1.730, -0.004, 5.653], [-1.363, 0.841, 4.043], [0.399, 0.288, 4.370], [-1.248, -0.999, 3.087], [-0.841, 2.423, 4.863], [-0.348, 1.482, 2.371], [-2.882, 1.115, 3.236], [1.997, 6.494, -1.673], [1.031, 5.109, -1.369], [1.565, 3.844, -1.601], [0.801, 2.728, -1.334], [-0.492, 2.872, -0.828], [-1.023, 4.143, -0.612], [-0.266, 5.262, -0.893], [-1.222, 1.686, -0.391], [-2.158, 1.746, 0.473], [-0.835, 0.501, -0.697], [2.576, 3.758, -1.976], [1.182, 1.730, -1.502], [-2.031, 4.236, -0.228], [-0.677, 6.250, -0.742], [0.701, -0.623, 1.124], [1.703, -0.702, 0.544], [2.839, -0.787, -0.060], [4.087, -0.605, 0.709], [4.841, 0.602, 0.157], [4.863, 0.591, -1.390], [4.377, -0.742, -1.964], [2.956, -1.054, -1.510], [4.679, -1.516, 0.617], [3.832, -0.467, 1.757], [5.851, 0.587, 0.567], [4.361, 1.512, 0.518], [5.870, 0.789, -1.752], [4.224, 1.389, -1.776], [5.051, -1.549, -1.674], [4.386, -0.701, -3.053], [2.702, -2.096, -1.713], [2.240, -0.426, -2.044]],
  "lowdin_charge": [1.87, 0.74, -0.65, -0.07, 0.02, -0.13, 0.01, -0.08, -0.50, -0.11, -0.09, 0.12, 0.13, 0.13, 0.11, -0.32, 1.90, -0.33, -0.44, -0.32, -0.43, -0.49, 0.74, -0.65, -0.08, 0.00, -0.13, 0.02, -0.07, -0.53, -0.09, -0.09, 0.11, 0.10, 0.13, 0.12, 0.11, -0.17, -0.05, -0.11, -0.15, -0.17, -0.17, -0.11, 0.13, 0.13, 0.12, 0.11, 0.11, 0.10, 0.12, 0.12, 0.13, 0.12]
}


{
  "formula": "C20H18Cl36F5NO3P",
  "method": "ωB97M-V/def2-TZVPD",
  "homo_energy_ev": -5.24,
  "spin_multiplicity": 1,
  "lumo_energy_ha": 0.0643,
  "homo_lumo_gap_ev": 6.99,
  "total_charge": -1,
  "elements": ["O", "P", "O", "O", "N", "C", "F", "F", "C", "C", "C", "C", "C", "C", "F", "F", "F", "C", "H", "H", "H", "H", "H", "H", "C", "Cl", "Cl", "Cl", "H", "C", "Cl", "Cl", "Cl", "H", "C", "Cl", "Cl", "Cl", "H", "C", "Cl", "Cl", "Cl", "H", "C", "Cl", "Cl", "Cl", "H", "C", "Cl", "Cl", "Cl", "H", "C", "Cl", "Cl", "Cl", "H", "C", "Cl", "Cl", "Cl", "H", "C", "Cl", "Cl", "Cl", "H", "C", "Cl", "Cl", "Cl", "H", "C", "Cl", "Cl", "Cl", "H", "C", "Cl", "Cl", "Cl", "H"],
  "coordinates": [[2.147, -2.567, 0.294], [2.869, -1.833, 1.397], [2.769, -2.774, 2.793], [4.492, -1.735, 0.988], [2.251, -0.333, 1.804], [1.938, 0.444, 0.663], [1.727, 1.782, 1.136], [2.966, 0.543, -0.298], [0.555, 0.027, 0.011], [0.270, 0.304, -1.393], [-1.030, -0.154, -1.920], [-1.956, -0.857, -1.044], [-1.674, -1.134, 0.374], [-2.645, -1.897, 1.304], [-1.975, -2.385, 2.404], [-3.628, -1.022, 1.766], [-3.214, -2.971, 0.668], [-0.387, -0.675, 0.897], [1.809, -2.809, 2.982], [4.587, -2.196, 0.131], [1.041, 0.852, -2.017], [-1.241, 0.048, -3.000], [-2.939, -1.205, -1.472], [-0.142, -0.872, 1.959], [-1.645, 2.086, 3.991], [-1.559, 1.072, 5.437], [-1.093, 1.187, 2.578], [-3.296, 2.668, 3.730], [-0.994, 2.943, 4.134], [3.610, 0.528, -4.208], [3.388, 1.451, -5.704], [4.713, 1.370, -3.118], [2.056, 0.241, -3.410], [4.047, -0.433, -4.463], [-6.400, 1.703, 1.886], [-5.814, 2.195, 0.294], [-6.486, 3.091, 2.981], [-7.981, 0.919, 1.751], [-5.696, 0.985, 2.300], [-5.755, -2.101, -3.192], [-4.047, -1.866, -2.806], [-6.180, -3.814, -3.100], [-6.774, -1.146, -2.108], [-5.926, -1.760, -4.209], [7.021, 4.663, -3.769], [7.885, 3.315, -4.519], [5.850, 5.355, -4.900], [6.219, 4.141, -2.286], [7.744, 5.432, -3.514], [9.976, 1.421, -1.139], [8.211, 1.469, -1.221], [10.674, 1.308, -2.760], [10.597, 2.846, -0.295], [10.267, 0.538, -0.579], [-2.638, -1.935, 7.494], [-3.378, -1.721, 5.903], [-2.011, -0.396, 8.107], [-3.800, -2.634, 8.631], [-1.802, -2.624, 7.390], [-3.775, 3.728, -2.647], [-4.832, 2.323, -2.451], [-3.828, 4.754, -1.208], [-2.118, 3.218, -2.984], [-4.132, 4.308, -3.491], [-1.809, -4.951, -4.599], [-3.578, -4.895, -4.686], [-1.111, -5.086, -6.220], [-1.175, -3.530, -3.766], [-1.525, -5.832, -4.032], [-1.522, -4.801, 4.686], [-0.460, -5.147, 3.320], [-2.100, -6.301, 5.424], [-0.685, -3.802, 5.884], [-2.381, -4.245, 4.321], [9.828, -2.679, -3.305], [11.315, -3.039, -2.417], [8.976, -1.322, -2.564], [10.186, -2.337, -5.003], [9.185, -3.552, -3.261], [-8.490, 6.755, 2.608], [-8.084, 6.148, 4.217], [-9.101, 8.412, 2.703], [-7.088, 6.669, 1.538], [-9.273, 6.126, 2.195]],
  "lowdin_charge": [-0.36, 0.43, -0.21, -0.19, -0.09, -0.58, -0.03, -0.02, -0.09, -0.10, -0.09, -0.08, -0.09, -0.48, 0.07, 0.07, 0.11, -0.12, 0.03, 0.06, -0.04, 0.09, -0.07, 0.06, -1.47, 0.49, 0.72, 0.51, 0.02, -1.48, 0.51, 0.52, 0.68, 0.02, -1.52, 0.48, 0.48, 0.52, 0.00, -1.49, 0.62, 0.50, 0.53, 0.02, -1.53, 0.50, 0.52, 0.50, 0.01, -1.55, 0.50, 0.48, 0.52, 0.01, -1.56, 0.52, 0.50, 0.52, -0.10, -1.52, 0.48, 0.52, 0.55, 0.01, -1.53, 0.49, 0.51, 0.54, 0.02, -1.52, 0.57, 0.52, 0.59, -0.01, -1.52, 0.52, 0.52, 0.52, 0.01, -1.55, 0.51, 0.51, 0.52, 0.01]
}


{
  "formula": "C20H18ClN3O4S",
  "method": "ωB97M-V/def2-TZVPD",
  "homo_energy_ev": -8.49,
  "spin_multiplicity": 1,
  "lumo_energy_ha": -0.0397,
  "homo_lumo_gap_ev": 7.41,
  "elements": ["C", "H", "H", "H", "O", "C", "C", "C", "C", "C", "C", "N", "S", "O", "O", "C", "C", "C", "C", "C", "C", "H", "H", "H", "N", "C", "O", "N", "C", "C", "C", "C", "C", "C", "H", "H", "Cl", "H", "H", "H", "H", "H", "H", "H", "H", "H", "H"],
  "coordinates": [[2.152, 1.612, 1.025], [2.700, 2.189, 1.695], [2.026, 0.487, 1.335], [1.031, 2.052, 1.107], [2.386, 1.823, -0.292], [2.640, 2.918, -1.026], [2.470, 4.170, -0.450], [2.220, 5.254, -1.398], [2.593, 5.158, -2.751], [2.932, 3.889, -3.158], [2.952, 2.621, -2.586], [3.140, 1.507, -3.153], [1.833, 1.042, -3.834], [2.265, -0.582, -4.234], [1.614, 1.837, -5.065], [0.708, 0.991, -2.772], [0.401, -0.020, -1.798], [-0.479, 0.027, -0.878], [-1.387, 1.072, -0.770], [-0.945, 2.189, -1.624], [-0.192, 2.217, -2.694], [0.241, 2.909, -3.413], [-1.569, 3.063, -1.532], [-1.803, 1.210, 0.037], [-0.976, -1.159, -0.289], [-1.495, -1.253, 1.133], [-1.958, -0.111, 1.763], [-1.512, -2.605, 1.498], [-1.927, -2.915, 2.763], [-2.685, -2.136, 3.727], [-3.368, -2.725, 4.709], [-3.319, -3.933, 4.996], [-2.559, -4.904, 4.156], [-1.985, -4.199, 3.084], [-1.444, -4.900, 2.353], [-2.495, -6.095, 4.257], [-4.113, -4.639, 6.422], [-3.597, -2.122, 5.554], [-2.781, -1.093, 3.422], [-0.888, -3.262, 0.903], [-0.152, -1.990, -0.260], [1.209, -1.060, -2.181], [3.507, 0.868, -2.317], [3.257, 3.882, -4.186], [2.661, 6.033, -3.425], [2.004, 6.138, -0.756], [1.999, 4.204, 0.652]],
  "lowdin_charge": [-0.11, 0.06, 0.13, 0.14, -0.14, -0.16, -0.03, -0.08, -0.09, -0.07, -0.32, -0.09, 0.76, -0.43, -0.26, -0.36, -0.02, -0.35, 0.11, -0.05, 0.00, 0.11, 0.11, 0.01, 0.10, -0.25, -0.06, 0.11, -0.26, 0.03, -0.20, -0.66, -0.03, -0.10, 0.13, 0.15, 0.62, 0.12, 0.10, 0.19, 0.19, 0.23, 0.23, 0.12, 0.12, 0.10, 0.15]
}


{
  "formula": "C20H18ClNO2SW",
  "method": "ωB97M-V/def2-TZVPD",
  "homo_energy_ev": [-14.77, -14.51],
  "spin_multiplicity": 3,
  "lumo_energy_ha": [-0.2909, -0.3785],
  "homo_lumo_gap_ev": [6.85, 4.21],
  "total_charge": 2,
  "e_above_lowest_ev": 0.000,
  "elements": ["Cl", "C", "C", "C", "H", "C", "C", "H", "H", "H", "C", "W", "C", "O", "C", "O", "H", "H", "H", "N", "S", "C", "C", "C", "C", "C", "C", "C", "C", "C", "C", "C", "C", "H", "H", "H", "H", "H", "H", "H", "H", "H", "H", "H"],
  "coordinates": [[1.350, 3.067, -1.860], [-1.606, -0.214, -1.129], [-0.699, -1.231, -0.663], [0.424, -1.246, -1.551], [-0.876, -1.946, 0.134], [0.204, -0.253, -2.578], [-1.056, 0.365, -2.318], [-1.494, 1.154, -2.929], [-2.605, -0.014, -0.755], [1.261, -1.940, -1.538], [1.117, 0.035, -3.722], [0.346, 0.655, -0.600], [2.177, 0.248, 0.051], [3.272, 0.049, 0.438], [-1.622, 0.176, 1.628], [-2.387, -0.337, 2.366], [2.170, -0.072, -3.438], [0.974, 1.057, -4.088], [0.926, -0.660, -4.554], [-0.775, 1.015, 1.186], [1.230, -0.007, 4.098], [0.406, 1.242, 5.042], [1.199, 2.196, 5.707], [0.592, 3.246, 6.395], [-0.805, 3.345, 6.432], [-1.591, 2.400, 5.767], [-0.987, 1.362, 5.055], [0.801, -1.529, 4.891], [-0.525, -1.960, 5.000], [-0.808, -3.206, 5.565], [0.231, -4.043, 5.981], [1.561, -3.619, 5.862], [1.849, -2.364, 5.326], [-0.522, 1.781, 1.822], [2.282, 2.087, 5.661], [1.210, 3.987, 6.902], [-1.281, 4.164, 6.975], [-2.680, 2.465, 5.794], [-1.592, 0.648, 4.497], [-1.323, -1.330, 4.618], [-1.848, -3.520, 5.669], [0.006, -5.028, 6.394], [2.377, -4.267, 6.182], [2.871, -2.003, 5.226]],
  "lowdin_charge": [-0.15, -0.18, -0.21, -0.18, 0.14, -0.40, -0.10, 0.15, 0.14, 0.15, -0.02, 1.32, -0.25, 0.11, -0.26, 0.25, 0.10, 0.08, 0.12, 0.02, 1.19, -0.50, -0.07, -0.03, -0.02, -0.04, -0.10, -0.46, -0.06, -0.02, 0.00, -0.02, -0.05, 0.15, 0.12, 0.13, 0.13, 0.13, 0.07, 0.09, 0.13, 0.14, 0.13, 0.12]
}


| no. | calculated total energy (Eh) |
| --- | --- |
| 1 | -2993.40920 |
| 2 | -18461.03222 |
| 3 | -2096.02686 |
| 4 | -1902.91058 |